# 1
ORCA calculation (ωB97M-V with the def2-TZVPD basis set) on a 14-piece molecular cluster, C56H84O42 overall.

Geometry (Å):
C (3.41, -3.74, 0.20)
H (-8.26, -2.09, -3.12)
O (-3.65, 0.09, -4.49)
H (-0.84, 3.36, -8.11)
O (-0.78, -1.02, 5.54)
C (-0.22, 0.84, 9.03)
H (-6.29, -1.72, -1.85)
H (4.34, -4.55, 3.00)
C (1.61, 0.50, 7.47)
C (5.62, -5.74, 1.90)
H (-3.62, 5.45, 3.68)
H (0.47, -6.36, 2.55)
C (-4.80, -0.73, 2.66)
H (2.53, -0.89, -3.12)
O (-1.61, -3.26, -0.20)
H (-4.10, 0.07, 3.06)
H (-5.07, 2.32, -3.58)
H (-0.67, -5.88, 3.77)
C (-0.80, -0.68, 2.06)
C (-0.16, -0.35, 6.29)
O (3.42, -4.62, 1.23)
C (1.27, 3.85, -8.29)
C (-2.36, 3.68, 3.85)
H (6.33, 3.72, 2.46)
O (-5.38, -0.44, -3.13)
O (2.06, 0.62, 3.11)
H (5.33, 3.49, 0.98)
H (-5.04, -3.32, -3.22)
C (5.89, -1.44, -3.03)
H (-0.52, -0.18, 8.95)
C (-3.06, 4.81, 3.00)
O (4.95, 0.40, -1.81)
C (-6.27, -1.53, -2.89)
C (4.68, -4.56, 2.00)
H (3.53, 5.03, -1.56)
C (-3.65, 2.77, 2.13)
H (4.07, 3.37, -1.77)
H (-2.75, 3.56, 4.88)
O (-3.26, -2.41, -1.52)
C (1.14, -0.83, -5.47)
H (1.26, 3.24, -9.15)
O (0.95, -0.74, 6.92)
C (-2.26, 2.79, -0.19)
H (-4.92, 2.12, -0.97)
C (0.42, -0.10, 1.52)
H (0.25, -3.60, 0.49)
C (4.01, 0.24, -0.84)
O (1.61, -1.06, 1.68)
H (-8.16, -0.36, -2.67)
H (6.15, -5.90, 0.93)
H (0.44, -1.92, -1.13)
H (1.54, -4.01, 2.86)
O (-1.53, 3.36, 0.56)
C (5.03, 1.95, 4.14)
H (5.20, -2.41, 2.23)
C (3.49, 3.60, 4.45)
H (2.21, 0.35, 8.30)
H (0.28, 0.19, 0.47)
H (0.32, 1.52, 3.02)
H (-0.30, -3.82, 5.00)
C (-6.32, -0.07, 1.19)
O (-1.10, -2.65, -2.28)
C (0.59, 1.90, -2.63)
O (3.72, 3.62, 3.17)
C (0.98, 1.15, 2.29)
O (1.87, 3.20, -7.19)
H (-1.00, -1.65, 1.66)
O (2.63, -6.39, 6.01)
C (-0.11, 4.09, -7.76)
C (-4.03, 2.21, -1.60)
H (-2.86, -0.22, -6.91)
C (5.21, -3.22, 1.53)
O (-5.24, -0.52, 0.42)
H (6.36, -5.58, 2.72)
O (4.51, -2.92, 0.35)
C (1.03, -4.61, 3.58)
O (-4.64, -1.92, -4.57)
O (-0.14, 3.03, -2.47)
C (-5.60, -2.61, -3.79)
H (5.79, -2.00, -3.96)
C (-0.29, -3.74, -0.44)
H (4.92, 0.92, 4.29)
H (0.19, 4.73, -1.38)
C (2.16, -5.58, 5.31)
C (-2.08, -2.78, -1.40)
O (3.26, -1.33, 3.17)
O (1.77, 3.66, -4.92)
O (-3.93, 4.08, 2.09)
H (6.02, 2.19, 4.43)
O (2.34, -0.70, -5.38)
C (1.99, 3.48, -1.60)
C (-1.00, -0.29, -5.88)
H (2.29, 0.91, 6.71)
H (0.75, 4.70, -3.03)
H (-3.34, -1.18, 1.02)
H (-0.67, -5.51, -1.67)
H (-0.97, 5.74, -9.01)
C (0.71, 4.14, -2.11)
H (-4.91, -1.47, 4.71)
C (3.44, -1.20, -2.50)
O (-7.35, 0.34, 0.71)
H (-0.05, 6.20, -7.47)
C (1.28, 3.59, -5.99)
H (-1.60, -0.04, 1.78)
H (-0.56, 3.58, 2.83)
H (-1.66, 0.64, -7.77)
C (3.34, 4.11, -2.06)
O (0.37, -0.14, -6.28)
C (-0.86, 3.78, 3.84)
H (-3.49, 3.11, -3.50)
C (-4.48, -0.67, -4.10)
H (-5.73, -2.40, 3.34)
H (1.74, 4.82, -8.48)
H (-6.18, -3.08, -4.52)
H (-4.71, 3.90, -2.64)
C (-1.79, -0.30, -7.16)
O (-2.74, 2.47, 3.10)
C (-4.38, 2.91, -2.95)
H (0.59, 2.42, 7.63)
H (-1.62, 5.39, -7.33)
C (-4.88, -1.86, 3.66)
H (3.96, 1.88, 2.24)
H (1.44, 1.97, 1.73)
H (5.20, -6.72, 2.19)
O (3.26, -0.78, -1.15)
O (1.36, -4.65, 5.85)
H (-2.27, 5.36, 2.46)
H (-2.24, 1.22, -2.38)
H (-7.72, -0.95, -4.33)
H (-0.66, -4.88, 2.33)
O (4.12, 2.57, 5.03)
O (-0.51, 0.87, 6.64)
H (-0.85, -0.81, 3.10)
C (-2.96, 1.16, -1.50)
H (6.35, 2.17, 1.59)
H (-1.24, 0.60, -5.28)
H (3.28, 4.26, -3.18)
C (-0.03, -5.49, 3.00)
C (4.77, -0.51, -2.85)
C (-1.04, -1.55, -5.07)
C (0.73, -3.85, 4.84)
H (-1.59, -1.15, -7.74)
C (-0.22, -5.24, -0.76)
O (0.44, -1.78, -4.80)
H (-1.62, -1.45, -4.21)
O (2.17, -5.53, 3.98)
H (-0.31, 3.28, 4.64)
H (-0.78, -5.86, -0.09)
H (-0.57, 4.84, 3.88)
C (-0.73, 5.49, -7.94)
H (-1.12, 1.47, 9.14)
H (-3.98, -2.50, 3.63)
C (-4.39, -1.24, 1.31)
H (0.84, -3.25, -2.26)
O (4.00, 1.02, 0.09)
O (-2.27, 1.45, -0.33)
C (5.75, 3.01, 1.91)
C (0.16, -2.85, -1.55)
H (0.82, -5.64, -0.91)
H (6.89, -1.01, -3.14)
C (4.66, 2.51, 2.79)
O (-6.14, -0.25, 2.50)
H (0.38, 1.06, 9.93)
C (0.42, 1.32, 7.67)
H (3.46, -2.32, -2.58)
H (5.80, -2.17, -2.27)
O (0.00, 3.90, -6.28)
H (6.27, -3.41, 1.28)
H (-1.29, -2.36, -5.68)
H (-4.48, -2.36, 1.15)
H (-3.31, 0.09, -1.40)
O (2.78, 4.38, 5.00)
O (2.52, -3.71, -0.64)
H (2.13, 3.39, -0.51)
H (1.24, -2.87, 4.90)
O (-4.12, 1.95, 1.42)
C (2.38, -0.66, 2.69)
H (4.62, 0.10, -3.82)
O (-3.23, 3.31, -0.91)
O (1.85, 2.12, -2.12)
C (-7.66, -1.15, -3.30)
O (0.24, 0.83, -3.03)

Output
Max |F| (eV Å⁻¹): 3.8
Total energy (eV): -145432.187
Energy relative to the best compared isomer or geometry (same formula, charge and spin) (kJ/mol): 312.2

# 2
ORCA calculation (ωB97M-V with the def2-TZVPD basis set) on C56H89N17S as an isolated structure.

Geometry (Å):
H (0.93, 7.29, 2.55)
H (5.01, 0.03, -0.06)
N (-7.87, 0.45, -1.84)
C (7.60, -1.12, 0.92)
H (5.72, 7.40, -1.06)
C (-0.16, 2.85, 2.66)
C (-3.84, 3.81, 6.60)
H (-1.00, 2.56, 3.31)
H (12.06, -7.93, 0.50)
N (-3.41, 2.03, -3.02)
C (3.56, 2.42, -0.46)
H (4.00, 3.10, 0.28)
H (-10.86, -2.11, -2.36)
N (-3.38, 8.52, 4.12)
C (-0.19, 6.30, 4.04)
C (1.04, -7.42, -5.29)
N (9.80, -7.36, -2.89)
C (9.99, -6.43, -3.53)
H (1.17, 1.68, -0.99)
C (0.63, 1.63, 2.17)
H (-14.23, 0.98, -0.98)
H (5.65, 2.24, -0.94)
C (-4.84, -3.90, -1.90)
H (-6.14, 8.28, 5.66)
C (7.25, -3.71, 1.14)
C (-12.54, 0.33, 0.09)
C (6.55, -1.61, -1.39)
C (-4.19, 8.17, 4.84)
H (0.33, 5.24, 0.37)
C (-2.47, -3.47, -1.28)
H (-0.69, -6.41, -4.62)
H (6.81, -0.38, 1.00)
H (3.92, -0.19, -1.49)
H (-0.77, 7.75, 2.63)
H (-2.27, -0.91, 0.82)
C (3.53, 4.35, 2.87)
C (0.09, 7.47, 3.23)
H (3.00, 1.63, 0.03)
H (-0.87, 3.01, -0.98)
C (-4.12, -1.80, -0.93)
H (6.81, 0.47, -2.01)
H (-6.70, 0.00, 1.06)
H (0.35, 8.32, 3.86)
H (-6.15, -2.25, -1.48)
C (-5.14, -2.64, -1.46)
H (6.49, -3.81, 0.36)
N (-12.07, -1.69, -5.26)
H (7.69, -7.01, -1.06)
N (6.35, 4.55, 0.15)
H (1.02, 2.54, -2.53)
H (4.61, 1.99, -2.37)
C (-3.49, -4.33, -1.82)
H (-1.86, 4.20, 6.00)
H (10.43, -4.38, -3.71)
H (6.08, -6.78, -0.39)
N (2.17, -7.65, -5.23)
H (3.86, 3.53, 4.78)
N (6.46, -4.54, -2.60)
C (-15.67, 3.52, -0.61)
C (4.83, 0.29, -1.11)
N (-3.03, -5.54, -2.20)
C (-11.60, -1.47, -4.23)
C (-0.38, -1.48, -0.09)
C (4.25, 3.45, 3.76)
C (-2.80, -2.15, -0.81)
N (-4.96, 4.07, 6.60)
H (0.69, -1.09, 1.74)
N (-0.41, 5.37, 4.68)
H (-10.05, -0.69, -3.03)
H (-1.57, 3.29, 1.05)
C (1.19, 2.66, -1.46)
C (0.06, -6.06, 2.79)
H (-11.65, -0.55, -2.34)
H (8.50, -0.67, 1.35)
C (-0.26, 0.75, 1.30)
H (-14.28, 1.32, 0.74)
C (2.59, 3.31, -1.31)
C (7.84, -1.44, -0.56)
H (-14.76, 4.99, -1.81)
C (4.71, 1.81, -1.30)
C (-4.38, 0.14, -4.53)
H (0.88, 1.03, 3.06)
H (-0.06, 4.38, -1.66)
C (5.08, 6.72, -0.50)
H (0.10, -1.47, -1.07)
C (-2.43, 3.48, 6.59)
H (5.31, 3.69, 3.78)
H (-1.10, -5.71, 1.06)
C (6.66, -6.79, -1.32)
C (-3.84, 1.20, -3.69)
H (11.53, -7.15, -0.98)
H (9.35, -5.01, -4.95)
H (8.53, -2.27, -0.71)
C (-6.85, 0.93, 0.50)
H (1.30, 3.88, 0.86)
H (2.51, 4.30, -0.87)
H (-0.27, -2.48, 0.32)
N (1.01, -5.91, 3.42)
H (-14.54, -0.31, 0.17)
C (-5.21, 7.74, 5.79)
H (0.49, 3.47, 3.28)
H (5.73, -2.08, -0.83)
C (-13.97, 0.60, 0.00)
H (4.73, 7.25, 0.38)
H (-4.87, 7.89, 6.81)
C (-15.29, 4.90, -0.86)
H (-16.17, 5.54, -0.91)
H (-5.41, 0.33, -4.80)
H (1.42, -0.29, 0.39)
C (6.00, -0.26, -1.94)
H (-1.10, 0.46, 1.94)
C (10.08, -7.21, 0.54)
H (-1.28, -7.32, 1.75)
C (-7.42, 0.66, -0.81)
H (4.22, 6.49, -1.12)
C (11.21, -7.79, -0.17)
H (-5.88, 1.43, 0.41)
H (-1.07, 4.68, 2.01)
H (-2.26, 2.49, 6.16)
H (-1.96, -0.22, -0.77)
H (-14.64, 5.28, -0.07)
H (-4.42, -0.81, -0.59)
H (5.69, -0.45, -2.97)
H (-5.63, -4.53, -2.27)
N (2.97, 5.04, 2.15)
C (-0.38, -7.13, -5.38)
H (-2.03, -5.94, 2.54)
N (-15.97, 2.43, -0.42)
S (-1.46, -5.50, -1.89)
H (-0.64, -6.71, -6.35)
H (-7.50, 1.57, 1.09)
H (-0.98, -8.03, -5.24)
H (8.34, -0.56, -0.98)
H (10.96, -8.76, -0.59)
H (6.79, -2.23, -2.25)
H (-3.81, 0.03, -5.45)
N (-11.41, 0.13, 0.16)
C (0.33, 4.15, 0.47)
H (6.29, -7.63, -1.92)
H (8.22, -3.95, 0.72)
C (-0.72, 3.75, 1.55)
C (0.07, 3.57, -0.94)
H (3.07, 3.43, -2.28)
C (7.22, -2.34, 1.82)
H (4.14, 2.42, 3.44)
H (-2.02, 3.48, 7.60)
N (9.19, -6.76, 1.10)
H (7.04, -4.48, 1.89)
C (-1.14, -6.27, 2.00)
C (0.45, -0.53, 0.83)
C (10.22, -5.24, -4.34)
H (-5.41, 6.67, 5.66)
C (-1.87, -1.13, -0.17)
H (-4.35, -0.82, -4.01)
N (-1.24, -4.04, -1.29)
C (5.80, 5.51, -0.14)
H (-0.66, 1.28, 0.44)
H (6.24, -2.18, 2.27)
C (-11.01, -1.19, -2.93)
H (11.07, -5.38, -5.01)
H (1.54, 1.93, 1.64)
C (6.54, -5.54, -2.04)
H (7.94, -2.39, 2.64)

Output
Max |F| (eV Å⁻¹): 1.4
Total energy (eV): -95678.017